The following is a DFT calculation (ωB97M-V/def2-TZVPD) of a structure of composition C23H27F2N3O3.

Element x y z (Å)
C -0.936061 5.782962 -3.332078
H -1.566756 6.070606 -4.153813
O -0.354702 4.406446 -3.839449
C 0.334370 3.764076 -3.077764
C 0.528597 4.080399 -1.903495
C 1.451993 3.407350 -1.031912
C 1.906599 2.302551 -1.471065
C 1.680340 1.723655 -2.967173
C 0.904684 2.603675 -3.720311
H 0.562362 2.340670 -4.616218
H 2.212213 0.881402 -3.315298
N 2.937721 1.309825 -0.887913
C 3.311327 0.121836 -1.405002
H 4.460349 -0.039941 -0.636890
C 2.564982 -1.146656 -1.450295
N 1.568413 -0.786021 -0.258515
C 0.115619 -0.988555 -0.610888
O -0.101517 -1.392964 -1.702315
C -0.703667 -0.785527 0.406953
N -1.060936 -1.771369 1.186189
C -0.717565 -2.103042 2.267159
O 0.059376 -1.130564 3.085706
C -1.014777 -3.409403 2.965129
C -2.376100 -3.718689 3.016967
C -2.692422 -5.237730 3.306392
C -1.880278 -5.933181 4.127624
C -0.738409 -5.436745 4.090198
C -0.053533 -4.342605 3.534577
F 1.081868 -3.770179 3.562416
H 0.166169 -6.055135 4.626608
H -2.071569 -6.856040 4.510739
H -3.907559 -5.387860 3.340091
F -3.357969 -3.109476 2.370705
H -1.747129 -2.523732 0.544895
H -0.452966 0.109233 1.097740
C -1.819919 -0.090691 -0.235834
C -1.630172 1.151167 -1.096563
H -2.440587 1.870763 -1.263812
H -1.202636 2.004376 -0.235375
H -0.684679 1.236311 -1.704158
C -3.217074 0.240438 0.868971
H -3.876300 0.867563 0.312911
H -2.826588 0.966976 1.448386
H -3.577734 -0.659388 1.138894
H -2.263554 -0.714992 -1.194595
C 2.033899 -0.482412 0.979535
H 1.335415 -0.486016 1.823315
C 2.328394 1.064555 0.746687
H 3.425501 1.289002 1.220476
H 1.746227 1.860514 0.873488
H 3.067980 -1.009766 1.112114
H 2.099084 -1.249162 -2.316374
H 3.182309 -2.207099 -1.116322
H 3.771093 0.434812 -2.202777
H 1.710601 3.620663 0.122118
H 0.472830 5.146491 -1.138677
H -0.197738 6.467573 -3.236471
H -1.549419 5.699053 -2.565630

Atoms 1-2, force components in eV/Å:
0.87 -3.64 -5.40
-0.03 0.02 -0.61

HOMO in eV: -7.32
Gap between HOMO and LUMO in eV: 7.41
E_tot in eV: -40314.8079
Max |F| in eV/A: 17.11
LUMO energy in eV: 0.098
M in Da: 431.48